Entry 1:
Computed, not measured: a structure of composition C36H37N2O3S2TeTi, with ωB97M-V/def2-TZVPD.

Element x y z (Å)
1 Ti -0.401 0.314 0.312
2 S 1.258 -0.538 4.349
3 C -0.280 -1.262 4.422
4 C -0.997 -1.075 3.281
5 C -0.309 -0.319 2.283
6 C 0.944 0.032 2.755
7 C 1.860 0.844 1.966
8 C 3.069 1.363 2.420
9 C 3.820 2.162 1.588
10 C 3.346 2.449 0.311
11 C 2.153 1.894 -0.080
12 N 1.424 1.089 0.712
13 H -0.580 -1.797 5.315
14 H -2.005 -1.465 3.185
15 H 3.403 1.130 3.424
16 H 4.768 2.566 1.926
17 H 3.892 3.100 -0.359
18 H 1.746 2.097 -1.059
19 O -2.480 -0.309 0.196
20 C -3.594 0.641 0.257
21 C -3.686 1.460 -1.015
22 C -2.357 2.070 -1.506
23 C -1.671 2.899 -0.450
24 C -1.664 4.283 -0.530
25 C -1.130 5.029 0.507
26 C -0.685 4.368 1.642
27 C -0.700 2.994 1.651
28 N -1.127 2.255 0.607
29 H -2.580 -0.910 0.943
30 H -3.457 1.286 1.119
31 H -4.514 0.082 0.395
32 H -4.406 2.256 -0.821
33 H -4.092 0.848 -1.822
34 H -2.563 2.695 -2.372
35 H -1.703 1.276 -1.831
36 H -2.092 4.769 -1.398
37 H -1.088 6.110 0.438
38 H -0.329 4.908 2.510
39 H -0.363 2.441 2.515
40 O 3.263 -1.457 0.466
41 H 4.082 -1.314 -0.026
42 H 3.529 -1.826 1.318
43 C 0.805 0.784 -4.062
44 S 0.924 -0.454 -2.777
45 O 0.104 0.210 -1.630
46 C -0.159 -1.666 -3.498
47 C 0.407 -2.588 -4.368
48 C -0.414 -3.531 -4.965
49 C -1.776 -3.543 -4.687
50 C -2.324 -2.617 -3.807
51 C -1.513 -1.673 -3.194
52 H -0.236 1.094 -4.152
53 H 1.158 0.329 -4.990
54 H 1.446 1.624 -3.791
55 H 1.474 -2.571 -4.581
56 H 0.010 -4.255 -5.651
57 H -2.416 -4.282 -5.156
58 H -3.387 -2.631 -3.600
59 H -1.929 -0.959 -2.500
60 Te 0.517 -2.558 -0.129
61 C -0.746 -4.138 -0.770
62 C -2.125 -4.145 -0.624
63 C -2.855 -5.259 -1.020
64 C -2.207 -6.361 -1.559
65 C -0.823 -6.352 -1.708
66 C -0.091 -5.238 -1.317
67 C 1.124 -3.697 1.542
68 C 2.418 -4.206 1.593
69 C 2.803 -5.005 2.663
70 C 1.896 -5.296 3.675
71 C 0.596 -4.810 3.602
72 C 0.205 -4.013 2.534
73 H -2.641 -3.290 -0.201
74 H -3.932 -5.268 -0.902
75 H -2.776 -7.233 -1.859
76 H -0.312 -7.212 -2.124
77 H 0.988 -5.231 -1.427
78 H 3.118 -4.001 0.791
79 H 3.807 -5.411 2.699
80 H 2.195 -5.916 4.511
81 H -0.120 -5.060 4.378
82 H -0.816 -3.664 2.467

Output
Charge: +2
F_max: 2.31 eV/A
Energy: -3642.675580 hartree
Orbital gap (alpha / beta): 7.360 / 7.403 eV
HOMO level (alpha / beta): -12.7 / -12.8 eV
<S²>: 0.755
2S+1: 2


Entry 2:
Computed, not measured: a structure of composition C36H37N3O2PbSe2Te2, with ωB97M-V/def2-TZVPD.

Element x y z (Å)
1 Pb -0.054 -1.087 0.105
2 O 1.378 0.011 -1.193
3 C 1.261 -0.044 -2.569
4 C -0.217 -0.363 -3.003
5 C -1.164 0.686 -2.521
6 C -1.704 1.589 -3.389
7 C -2.374 2.724 -2.886
8 C -2.500 2.828 -1.532
9 C -1.946 1.861 -0.683
10 C -1.891 2.169 0.800
11 C -1.652 1.095 1.888
12 O -0.423 0.493 1.598
13 C -2.785 0.032 1.988
14 C -2.632 -0.968 2.945
15 C -3.571 -1.987 3.061
16 C -4.723 -1.985 2.237
17 C -4.853 -0.992 1.289
18 C -3.873 -0.033 1.147
19 C -1.508 1.854 3.212
20 C -2.588 2.344 3.938
21 C -2.392 2.990 5.137
22 C -1.115 3.215 5.607
23 C -0.008 2.879 4.828
24 C -0.226 2.156 3.642
25 N -1.351 0.783 -1.179
26 C 2.216 -1.116 -3.088
27 C 3.274 -1.459 -2.256
28 C 4.027 -2.602 -2.536
29 C 3.761 -3.357 -3.679
30 C 2.732 -2.964 -4.538
31 C 1.964 -1.882 -4.207
32 C 1.626 1.345 -3.165
33 C 2.120 1.561 -4.461
34 C 2.342 2.878 -4.901
35 C 2.121 3.944 -4.063
36 C 1.690 3.722 -2.794
37 C 1.456 2.418 -2.349
38 H -0.321 -0.378 -4.086
39 H -0.455 -1.382 -2.655
40 H -1.469 1.516 -4.444
41 H -2.759 3.482 -3.544
42 H -2.951 3.683 -1.073
43 H -1.069 2.837 0.879
44 H -2.782 2.766 1.041
45 H -1.787 -0.976 3.600
46 H -3.445 -2.830 3.737
47 H -5.466 -2.737 2.337
48 H -5.737 -0.929 0.633
49 H -3.966 0.674 0.328
50 H -3.573 2.049 3.637
51 H -3.224 3.335 5.724
52 H -1.065 3.731 6.540
53 H 0.990 3.125 5.179
54 H 0.595 1.823 3.012
55 H 3.340 -0.936 -1.336
56 H 4.802 -2.975 -1.888
57 H 4.330 -4.228 -3.963
58 H 2.564 -3.504 -5.494
59 H 1.158 -1.581 -4.892
60 H 2.351 0.711 -5.113
61 H 2.775 3.018 -5.908
62 H 2.258 4.936 -4.395
63 H 1.548 4.511 -2.084
64 H 1.228 2.200 -1.322
65 Se -2.271 -3.456 -0.573
66 Te -1.901 -4.023 -2.854
67 Te 0.353 -5.580 -2.354
68 Se 1.201 -4.114 -0.673
69 N 0.200 -2.740 2.660
70 C 1.393 -2.993 3.467
71 C 2.450 -1.881 3.363
72 C 3.021 -1.610 1.992
73 N 2.161 -0.696 1.245
74 H -0.314 -1.891 2.923
75 H -0.441 -3.544 2.654
76 H 1.830 -3.935 3.128
77 H 1.173 -3.137 4.535
78 H 3.240 -2.185 4.043
79 H 2.027 -0.971 3.800
80 H 3.161 -2.546 1.423
81 H 4.018 -1.163 2.093
82 H 2.588 -0.259 0.414
83 H 1.822 0.045 1.838

Output
F_max: 1.88 eV/A
Energy: -7240.553624 hartree
Orbital gap (alpha / beta): 5.614 / 5.453 eV
Energy above the lowest of the compared OMol25 structures with the same formula, charge and spin: 14.8 kcal/mol
HOMO level (alpha / beta): -7.6 / -7.4 eV
2S+1: 1


Entry 3:
Computed, not measured: a structure of composition C36H37N6O2Pd, with ωB97M-V/def2-TZVPD.

Element x y z (Å)
1 Pd 0.430 0.052 -0.788
2 C 5.034 -1.844 1.432
3 C 3.920 -0.842 1.527
4 C 3.591 -0.302 2.830
5 C 2.522 0.489 3.054
6 C 2.178 0.958 4.405
7 N 1.189 0.493 5.070
8 C 0.374 -0.665 4.655
9 C -0.995 -0.693 5.322
10 C -1.610 -2.098 5.276
11 N -1.422 -2.777 3.979
12 C -1.581 -2.285 2.779
13 C -2.261 -1.100 2.422
14 C -3.417 -0.660 3.111
15 C -4.181 0.381 2.651
16 C -5.432 0.842 3.346
17 C -3.754 0.990 1.460
18 C -2.622 0.618 0.749
19 C -2.353 1.395 -0.448
20 N -1.343 1.401 -1.234
21 C -1.460 2.431 -2.284
22 C -0.132 2.958 -2.785
23 C 0.714 2.030 -3.669
24 N 1.785 0.162 -2.187
25 C 1.918 1.584 -0.428
26 C 2.174 0.625 0.573
27 C 3.237 -0.392 0.459
28 C 1.653 0.944 1.944
29 O 0.601 1.522 2.143
30 C -1.813 -0.451 1.229
31 O -0.718 -0.838 0.687
32 H 4.940 -2.618 2.193
33 H 6.002 -1.359 1.578
34 H 5.040 -2.325 0.457
35 H 4.227 -0.588 3.665
36 H 2.756 1.744 4.887
37 H 1.003 0.890 5.988
38 H 0.956 -1.555 4.913
39 H 0.279 -0.614 3.574
40 H -1.646 0.045 4.853
41 H -0.919 -0.428 6.379
42 H -2.663 -2.067 5.547
43 H -1.118 -2.739 6.006
44 H -1.018 -3.702 4.033
45 H -1.122 -2.860 1.980
46 H -3.756 -1.205 3.984
47 H -5.686 0.187 4.177
48 H -6.279 0.856 2.660
49 H -5.311 1.853 3.738
50 H -4.353 1.806 1.068
51 H -3.152 2.112 -0.658
52 H -2.005 3.284 -1.875
53 H -2.065 2.044 -3.106
54 H 0.483 3.296 -1.952
55 H -0.356 3.851 -3.369
56 H 1.127 2.648 -4.466
57 H -0.221 1.175 -5.418
58 H 1.357 2.472 -0.163
59 H 3.477 -0.757 -0.531
60 C -2.735 -2.922 -5.786
61 C -2.368 -1.794 -6.531
62 C -1.665 -0.778 -5.935
63 C -1.325 -0.887 -4.569
64 C -1.716 -2.012 -3.826
65 C -2.415 -3.032 -4.439
66 N -0.603 0.036 -3.850
67 N -0.099 1.033 -4.413
68 C 1.919 1.296 -3.098
69 C 2.877 0.979 -4.193
70 C 4.194 0.825 -4.027
71 C 4.828 1.097 -2.757
72 C 4.080 1.397 -1.692
73 C 2.610 1.353 -1.736
74 H -3.284 -3.719 -6.270
75 H -2.642 -1.724 -7.574
76 H -1.412 0.091 -6.531
77 H -1.442 -2.056 -2.780
78 H -2.710 -3.908 -3.879
79 H 2.455 0.896 -5.189
80 H 4.814 0.593 -4.883
81 H 5.908 1.134 -2.703
82 H 4.526 1.730 -0.763

Output
Charge: +3
F_max: 0.41 eV/A
Energy: -1999.842668 hartree
Orbital gap: 6.217 eV
Energy above the lowest of the compared OMol25 structures with the same formula, charge and spin: 0.0 kcal/mol
HOMO level: -15.3 eV
2S+1: 1